(1)
Formula: C5H7NOS
Source: OMol25
Level of theory: ωB97M-V with the def2-TZVPD basis set

Each line ends with the Mulliken charge.
Atoms and positions in Å:
1 C 1.35 0.03 -0.06  -0.16
2 C 0.31 0.33 0.99  0.01
3 C -0.45 1.44 0.26  -0.55
4 C 0.31 -0.22 -1.14  0.13
5 C -0.51 -1.32 -0.47  -0.62
6 H 0.69 0.57 2.01  0.44
7 H 0.05 2.40 0.35  0.33
8 H -1.49 1.54 0.61  0.30
9 H 0.68 -0.42 -2.15  0.46
10 H -1.56 -1.33 -0.90  0.25
11 H -0.06 -2.30 -0.61  0.34
12 H -1.38 -0.80 1.32  0.27
13 N -0.46 -0.93 0.95  -0.47
14 O -0.43 1.00 -1.11  -0.43
15 S 2.94 0.01 -0.05  -0.30

Computed properties:
* electronic energy: -19669.6834 eV
* 2S+1: 1
* molar mass: 129.2 Da
* LUMO energy: -0.20 eV
* structure (SMILES): S=C1[C@H]2CO[C@@H]1CN2

***

(2)
Formula: C8H28NO5
Source: OMol25
Level of theory: ωB97M-V with the def2-TZVPD basis set

Each line ends with the Mulliken charge.
Atoms and positions in Å:
1 N -0.90 0.30 0.00  -0.48
2 H -0.99 1.22 -0.39  0.37
3 H -0.39 0.44 0.86  0.38
4 H -0.25 -0.24 -0.56  0.34
5 H -1.70 -0.32 0.03  0.38
6 C -6.04 -4.94 -1.01  -1.14
7 C -4.80 -4.42 -1.70  -0.07
8 O -3.75 -4.34 -0.96  -0.52
9 H -6.09 -6.03 -1.05  0.32
10 H -6.97 -4.79 -1.55  0.35
11 H -6.02 -4.65 0.04  0.32
12 H -5.07 -3.48 -2.18  0.23
13 H -4.54 -5.12 -2.50  0.21
14 H -3.71 -4.93 -0.21  0.30
15 C 2.00 -5.15 -3.15  -0.96
16 C 2.16 -3.75 -3.60  -0.13
17 O 2.14 -2.92 -2.43  -0.54
18 H 2.59 -5.80 -3.81  0.31
19 H 0.97 -5.48 -3.23  0.23
20 H 2.23 -5.29 -2.09  0.29
21 H 1.44 -3.43 -4.36  0.23
22 H 3.17 -3.75 -4.02  0.25
23 H 2.89 -2.32 -2.47  0.30
24 C 2.48 3.12 7.02  -1.19
25 C 2.07 2.98 5.54  -0.10
26 O 1.62 1.68 5.21  -0.52
27 H 2.69 4.16 7.27  0.32
28 H 3.50 2.76 7.07  0.32
29 H 1.90 2.63 7.81  0.37
30 H 2.84 3.26 4.81  0.29
31 H 1.30 3.73 5.70  0.20
32 H 1.26 1.31 6.02  0.30
33 C 2.18 5.08 -1.57  -0.42
34 C 0.74 5.90 -1.39  -0.34
35 O -0.36 5.04 -0.96  -0.53
36 O 2.06 4.05 -2.56  -0.51
37 H 2.67 4.60 -0.72  0.30
38 H 2.86 5.83 -1.97  0.28
39 H 0.37 6.39 -2.29  0.29
40 H 0.79 6.61 -0.56  0.31
41 H -1.13 5.58 -0.73  0.31
42 H 1.78 4.47 -3.38  0.31

Computed properties:
* electronic energy: -20467.2659 eV
* 2S+1: 1
* molar mass: 218.3 Da
* LUMO energy: -3.94 eV
* charge: +1

***

(3)
Formula: C25H32N2O3
Source: OMol25
Level of theory: ωB97M-V with the def2-TZVPD basis set

Each line ends with the Mulliken charge.
Atoms and positions in Å:
1 C 4.70 2.14 -5.34  -0.80
2 O 3.69 1.42 -5.99  -0.47
3 C 2.78 0.74 -5.22  0.77
4 C 2.79 0.70 -3.84  -0.07
5 C 1.80 -0.03 -3.19  0.56
6 C 0.82 -0.72 -3.94  -0.84
7 C 0.82 -0.68 -5.33  -0.99
8 C 1.80 0.05 -5.95  -0.59
9 H 1.84 0.12 -7.03  0.43
10 H 0.07 -1.21 -5.90  0.40
11 N 0.00 -1.36 -3.06  -0.09
12 C 0.41 -1.09 -1.77  -0.42
13 C 1.51 -0.27 -1.81  0.86
14 C 2.29 0.27 -0.66  -1.22
15 H 1.69 0.31 0.24  -0.04
16 H 2.63 1.28 -0.88  0.41
17 H 3.17 -0.34 -0.46  0.34
18 C -0.36 -1.67 -0.64  -0.21
19 N -1.75 -1.27 -0.75  0.21
20 C -1.95 0.14 -0.47  -1.38
21 C -1.89 0.50 1.02  -0.51
22 H -2.13 1.56 1.14  0.62
23 H -0.87 0.35 1.37  -0.28
24 C -2.83 -0.36 1.88  2.44
25 C -2.63 -1.84 1.52  -1.04
26 C -2.69 -2.08 0.01  -1.46
27 H -2.48 -3.13 -0.20  0.49
28 H -3.69 -1.85 -0.37  0.42
29 H -1.64 -2.15 1.87  0.42
30 H -3.39 -2.43 2.02  0.51
31 C -2.57 -0.08 3.38  -1.38
32 C -1.48 -0.91 4.06  -1.16
33 H -1.78 -1.96 4.11  0.51
34 H -1.35 -0.55 5.09  0.52
35 O -0.23 -0.94 3.40  -0.39
36 C 0.66 0.09 3.55  0.77
37 C 1.90 -0.11 2.93  -0.28
38 C 2.87 0.86 3.01  -0.38
39 C 2.64 2.04 3.70  -0.56
40 C 1.42 2.23 4.32  -0.71
41 C 0.43 1.27 4.25  -0.53
42 H -0.52 1.45 4.74  0.35
43 H 1.22 3.14 4.86  0.38
44 H 3.40 2.80 3.75  0.40
45 H 3.82 0.70 2.52  0.41
46 H 2.07 -1.04 2.41  0.43
47 H -3.49 -0.30 3.93  0.56
48 H -2.35 0.98 3.49  0.36
49 C -4.29 0.06 1.62  -1.39
50 O -5.16 -0.74 2.39  -0.53
51 H -6.07 -0.49 2.19  0.37
52 H -4.41 1.12 1.89  0.39
53 H -4.53 -0.04 0.55  0.48
54 H -1.19 0.71 -1.02  0.52
55 H -2.93 0.42 -0.88  0.37
56 H -0.33 -2.77 -0.70  0.58
57 H 0.11 -1.38 0.31  -0.15
58 H -0.83 -1.88 -3.28  0.26
59 H 3.54 1.22 -3.26  0.46
60 H 5.34 1.48 -4.74  0.31
61 H 4.29 2.93 -4.70  0.31
62 H 5.30 2.60 -6.13  0.23

Computed properties:
* electronic energy: -35566.9670 eV
* 2S+1: 1
* molar mass: 408.5 Da
* LUMO energy: 0.64 eV
* structure (SMILES): COc1ccc2[nH]c(CN3CCC(CO)(CCOc4ccccc4)CC3)c(C)c2c1

***

(4)
Formula: C4H12
Source: OMol25
Level of theory: ωB97M-V with the def2-TZVPD basis set

Each line ends with the Mulliken charge.
Atoms and positions in Å:
1 C -0.62 2.76 0.43  -0.90
2 C 0.36 1.56 0.51  -0.62
3 H -0.05 3.68 0.32  0.29
4 H -1.26 2.70 -0.45  0.28
5 H -1.25 2.70 1.30  0.28
6 H 1.16 1.79 1.22  0.33
7 H 0.80 1.38 -0.47  0.26
8 H -0.11 0.68 0.91  0.08
9 C 0.49 -2.37 -1.13  -0.85
10 C -0.16 -1.97 0.20  -0.81
11 H -0.33 -2.29 -1.86  0.25
12 H 1.14 -1.56 -1.43  0.26
13 H 0.97 -3.34 -1.19  0.31
14 H 0.58 -1.81 0.98  0.28
15 H -0.83 -2.73 0.63  0.38
16 H -0.89 -1.18 0.01  0.20

Computed properties:
* electronic energy: -4342.1907 eV
* 2S+1: 1
* molar mass: 60.1 Da
* LUMO energy: 1.16 eV
* structure (SMILES): CC.CC

***

(5)
Formula: C51H40BaI4N10O
Source: OMol25
Level of theory: ωB97M-V with the def2-TZVPD basis set

Each line ends with the Mulliken charge.
Atoms and positions in Å:
1 Ba 0.37 0.33 0.98  2.11
2 I -0.25 3.88 -8.66  0.08
3 C -0.27 3.16 -6.71  -0.02
4 C 0.93 3.02 -6.02  -0.81
5 C 0.90 2.53 -4.72  0.20
6 C -0.29 2.19 -4.10  -1.45
7 C -1.48 2.34 -4.82  0.21
8 C -1.48 2.82 -6.12  -0.71
9 C -0.30 1.64 -2.70  1.50
10 C -0.72 2.48 -1.67  0.02
11 C -1.23 3.85 -1.91  -1.61
12 C -1.68 4.31 -0.74  -1.12
13 C -1.47 3.25 0.25  -0.13
14 C -1.98 3.30 1.52  1.09
15 C -2.55 4.60 1.98  -0.40
16 C -1.73 5.70 2.21  0.08
17 C -2.25 6.92 2.61  -0.78
18 C -3.62 7.04 2.79  0.00
19 I -4.42 8.86 3.39  0.08
20 C -4.47 5.96 2.57  -0.74
21 C -3.92 4.75 2.17  -0.11
22 C -2.14 2.19 2.45  0.42
23 N -1.86 0.91 2.16  -0.58
24 C -2.35 0.15 3.20  0.00
25 C -2.48 -1.25 3.16  1.18
26 C -3.31 -1.89 4.22  -0.22
27 C -4.63 -1.53 4.42  -0.24
28 C -5.41 -2.14 5.39  -0.77
29 C -4.83 -3.13 6.18  -0.02
30 I -5.98 -4.05 7.66  0.08
31 C -3.51 -3.51 6.01  -0.75
32 C -2.76 -2.89 5.02  -0.08
33 C -2.01 -2.11 2.15  -0.32
34 C -2.55 -3.40 1.86  -1.34
35 C -1.95 -3.82 0.70  -0.95
36 C -1.04 -2.79 0.34  0.42
37 N -1.06 -1.79 1.20  0.18
38 C -0.14 -2.87 -0.83  -0.16
39 C 0.38 -1.76 -1.76  1.01
40 C 0.40 -1.88 -3.23  -0.92
41 C 0.16 -0.66 -3.72  -2.05
42 C 0.01 0.26 -2.57  0.21
43 N 0.17 -0.39 -1.44  0.32
44 C 0.22 -4.22 -1.39  0.25
45 C 1.31 -4.79 -0.45  0.28
46 C 1.71 -6.17 -0.79  -1.30
47 C 1.04 -6.88 -1.71  0.09
48 I 1.69 -8.81 -2.19  0.08
49 C -0.18 -6.41 -2.37  -0.68
50 C -0.58 -5.14 -2.18  -0.70
51 C -2.89 1.01 4.21  -1.16
52 C -2.76 2.28 3.74  -1.13
53 N -0.83 2.17 -0.36  0.39
54 H 1.87 3.28 -6.49  0.38
55 H 1.83 2.42 -4.18  0.53
56 H -2.41 2.07 -4.35  0.49
57 H -2.41 2.94 -6.66  0.39
58 H -1.26 4.34 -2.86  0.43
59 H -2.15 5.26 -0.56  0.44
60 H -0.66 5.59 2.06  0.45
61 H -1.60 7.76 2.79  0.38
62 H -5.54 6.06 2.70  0.38
63 H -4.57 3.90 1.99  0.52
64 H -5.07 -0.76 3.79  0.56
65 H -6.44 -1.86 5.53  0.39
66 H -3.07 -4.28 6.63  0.38
67 H -1.73 -3.19 4.86  0.48
68 H -3.32 -3.91 2.42  0.50
69 H -2.12 -4.74 0.17  0.54
70 H 0.54 -2.79 -3.79  0.58
71 H 0.07 -0.39 -4.76  0.49
72 H 1.28 -4.53 0.61  0.62
73 H 2.53 -6.62 -0.24  0.49
74 H -0.77 -7.11 -2.95  0.46
75 H -1.53 -4.80 -2.58  0.47
76 H -3.32 0.70 5.15  0.64
77 H -3.07 3.19 4.23  0.56
78 N 2.13 -4.85 -4.14  -0.33
79 C 3.01 -4.14 -3.37  0.30
80 N 4.20 -3.88 -4.04  -0.55
81 N 2.87 -3.71 -2.18  -0.70
82 C 1.71 -3.71 -1.40  0.11
83 N 1.31 -2.43 -0.81  -0.32
84 H 2.22 -4.78 -5.14  0.27
85 H 1.22 -5.07 -3.78  0.20
86 H 4.55 -4.64 -4.59  0.26
87 H 4.89 -3.49 -3.42  0.27
88 C 5.47 1.92 -0.80  -1.21
89 N 4.39 1.17 -0.19  0.32
90 C 3.44 0.50 -1.09  -1.15
91 C 3.98 1.31 1.10  0.25
92 O 2.81 1.03 1.41  -0.60
93 N 4.85 1.78 2.03  0.13
94 C 4.32 2.30 3.28  -1.09
95 C 6.28 1.52 2.06  -1.04
96 H 5.20 2.13 -1.83  0.46
97 H 6.42 1.39 -0.82  0.28
98 H 5.61 2.88 -0.29  0.39
99 H 3.91 0.35 -2.06  0.58
100 H 2.54 1.10 -1.24  0.33
101 H 3.16 -0.47 -0.69  0.29
102 H 3.25 2.45 3.19  0.28
103 H 4.81 3.25 3.51  0.35
104 H 4.51 1.61 4.11  0.35
105 H 6.62 1.02 1.17  0.33
106 H 6.50 0.86 2.91  0.37
107 H 6.84 2.45 2.19  0.29

Computed properties:
* electronic energy: -103581.1303 eV
* 2S+1: 1
* molar mass: 1453.9 Da
* LUMO energy: -0.70 eV

***

(6)
Formula: C3H4N2O
Source: OMol25
Level of theory: ωB97M-V with the def2-TZVPD basis set

Each line ends with the Mulliken charge.
Atoms and positions in Å:
1 N -1.16 0.79 -0.39  -0.34
2 C -0.76 -0.12 0.53  0.43
3 O -1.44 -0.50 1.45  -0.59
4 C 0.63 -0.74 0.30  -0.31
5 C 1.56 0.08 -0.48  0.23
6 N 2.26 0.75 -1.11  -0.38
7 H -2.08 1.21 -0.27  0.24
8 H -0.54 1.17 -1.09  0.21
9 H 1.06 -0.96 1.28  0.28
10 H 0.48 -1.69 -0.22  0.23

Computed properties:
* electronic energy: -8203.7357 eV
* 2S+1: 1
* molar mass: 84.1 Da
* LUMO energy: 0.68 eV
* structure (SMILES): N#CCC(N)=O